{
  "formula": "C38H35BaClN2Si2",
  "method": "ωB97M-V/def2-TZVPD",
  "e_lumo_ev": -1.19,
  "homo_ha": -0.259,
  "de_lowest_kcal_mol": 0.0,
  "energy_ev": -71927.06482,
  "gap_ev": 5.86,
  "symbols": ["C", "C", "C", "H", "C", "C", "H", "H", "H", "H", "Ba", "Si", "C", "C", "H", "C", "H", "C", "H", "C", "H", "C", "H", "C", "C", "H", "C", "H", "C", "H", "C", "H", "C", "H", "H", "Si", "C", "C", "H", "C", "H", "C", "H", "C", "H", "C", "H", "C", "C", "H", "C", "H", "C", "H", "C", "H", "C", "H", "H", "Cl", "N", "C", "C", "C", "C", "C", "C", "C", "C", "N", "C", "H", "H", "H", "H", "H", "H", "H", "H"],
  "xyz": [[-1.947583, -0.376323, 4.064957], [-2.543205, 0.021614, 2.849679], [-2.215317, -0.957583, 1.867834], [-3.187050, 0.884308, 2.695753], [-1.408572, -1.943954, 2.482692], [-1.262867, -1.600346, 3.853871], [-0.845403, -2.237453, 4.632995], [-2.074700, 0.112779, 5.036118], [-2.581098, -0.993302, 0.832746], [-1.038211, -2.851945, 1.997204], [0.385606, 0.473328, 2.318609], [1.161207, 0.149150, -1.489042], [-0.036223, 1.635523, -1.232354], [0.424252, 2.899291, -1.631601], [1.475510, 3.045006, -1.868972], [-0.467565, 3.964971, -1.774415], [-0.114006, 4.898912, -2.205482], [-1.798047, 3.860787, -1.371122], [-2.484382, 4.696150, -1.479057], [-2.218114, 2.650373, -0.817413], [-3.245319, 2.557380, -0.451940], [-1.351564, 1.555678, -0.740516], [-1.733442, 0.626884, -0.310617], [-0.108367, -1.378655, -1.409592], [-1.337939, -1.388281, -2.081675], [-1.771337, -0.473311, -2.492559], [-2.043969, -2.584973, -2.278595], [-2.938489, -2.588702, -2.900828], [-1.616975, -3.772767, -1.687601], [-2.162200, -4.708781, -1.854554], [-0.470570, -3.739689, -0.888038], [-0.135394, -4.644527, -0.382168], [0.262550, -2.558548, -0.749602], [1.163337, -2.569627, -0.129197], [1.382044, -0.042353, 0.014940], [1.466075, 0.102032, -3.760726], [1.044614, -1.538787, -4.513344], [0.211521, -1.577871, -5.639006], [-0.028601, -0.649215, -6.161227], [-0.305224, -2.805630, -6.061250], [-0.984276, -2.824735, -6.915567], [0.053801, -3.980528, -5.386399], [-0.380904, -4.932181, -5.689366], [0.976161, -3.951089, -4.330789], [1.272525, -4.876951, -3.829152], [1.506792, -2.729431, -3.920299], [2.249985, -2.688158, -3.117313], [0.633471, 1.520153, -4.624765], [-0.768207, 1.519249, -4.612972], [-1.314365, 0.676454, -4.174603], [-1.459935, 2.591566, -5.169567], [-2.551752, 2.593985, -5.120569], [-0.749860, 3.627868, -5.790567], [-1.303281, 4.440916, -6.262901], [0.653113, 3.634374, -5.814237], [1.196307, 4.449854, -6.303093], [1.348759, 2.585245, -5.208575], [2.441526, 2.567407, -5.195624], [2.938089, 0.237314, -3.953423], [3.353328, 0.584005, -1.301945], [1.882055, -1.114358, 4.208506], [2.033174, -0.646352, 5.562138], [2.785628, -1.338937, 6.506961], [2.803658, -0.916159, 7.855197], [2.097256, 0.224874, 8.237409], [1.352597, 0.985710, 7.295936], [0.619150, 2.144997, 7.628972], [-0.089100, 2.830950, 6.663744], [-0.053259, 2.353103, 5.338133], [0.642461, 1.255013, 4.977546], [1.331276, 0.555373, 5.925959], [2.698300, -1.669857, 3.958862], [1.096931, -1.773662, 4.131183], [3.341838, -2.223094, 6.193360], [3.370151, -1.487027, 8.604784], [2.112306, 0.578840, 9.273860], [0.633936, 2.468173, 8.664914], [-0.676159, 3.713140, 6.885941], [-0.598476, 2.862406, 4.523409]],
  "atomic_forces_ev_per_a": [[-0.1, -0.1, 0.4], [0.2, -0.3, -0.3], [0.0, 0.1, -0.1], [0.1, -0.2, 0.1], [-0.1, -0.1, 0.0], [-0.2, 0.3, -0.3], [0.0, 0.2, -0.2], [0.1, -0.2, -0.4], [0.3, 0.0, 0.6], [-0.2, 0.4, 0.2], [-0.6, -0.4, -0.6], [-1.8, -0.6, 1.6], [0.5, 0.3, 0.3], [-0.7, 0.2, -0.2], [-0.1, -0.1, -0.3], [0.2, 0.3, 0.2], [0.0, -0.1, 0.1], [0.3, -0.6, 0.0], [0.1, -0.1, 0.0], [-0.2, 0.2, 0.2], [0.3, 0.0, -0.1], [0.0, 0.1, -0.1], [0.1, 0.2, -0.3], [0.1, 0.3, 0.4], [-0.1, -0.7, -0.4], [0.3, -0.2, -0.1], [0.0, 0.3, 0.2], [0.1, 0.1, 0.2], [0.3, 0.1, 0.0], [0.2, 0.4, 0.1], [-0.2, 0.0, 0.0], [-0.1, 0.1, -0.1], [-0.2, -0.1, -0.3], [-0.1, 0.0, -0.2], [0.1, -0.4, 0.6], [1.7, 0.0, -0.6], [0.0, -0.1, -0.4], [0.0, -0.7, 0.4], [-0.1, -0.3, 0.2], [0.2, -0.1, 0.0], [0.2, -0.2, 0.2], [-0.1, 0.2, 0.0], [0.1, 0.2, 0.0], [0.0, 0.2, -0.2], [-0.1, 0.3, -0.2], [-0.6, 0.0, -0.2], [-0.4, 0.0, -0.2], [-0.1, 0.0, -0.2], [0.2, 0.5, -0.3], [0.2, 0.4, -0.1], [0.1, -0.1, -0.1], [0.3, 0.2, -0.2], [0.0, 0.0, 0.1], [0.2, -0.2, 0.1], [-0.3, -0.2, 0.1], [-0.2, -0.3, 0.2], [-0.5, -0.2, 0.0], [-0.3, 0.0, 0.0], [-0.1, 0.2, -0.3], [0.4, 0.4, 0.2], [0.5, -0.4, 0.0], [-0.1, -0.2, 0.4], [-0.6, 0.6, -0.5], [-0.3, 1.0, 0.5], [0.5, -0.6, 0.0], [0.3, -0.6, -0.8], [-0.1, 0.2, -0.2], [0.2, -0.4, 0.0], [1.0, -1.3, -0.3], [-0.6, 1.2, 0.5], [-0.1, 0.1, 0.5], [0.0, 0.2, 0.0], [0.0, 0.4, 0.2], [-0.2, 0.2, 0.1], [-0.3, 0.3, -0.4], [0.0, -0.3, -0.4], [-0.1, 0.1, -0.1], [0.1, -0.1, 0.1], [0.3, -0.2, 0.6]]
}